[1]
C33H40BN6O | ωB97M-V with the def2-TZVPD basis set

```
81
Properties=species:S:1:pos:R:3:forces:R:3:mulliken_charge:R:1
C 3.278651 1.864454 0.471484 0.724 -0.127 -0.506 -1.059
B 4.103018 3.194556 0.561871 0.300 -0.564 0.342 0.196
O 5.482954 3.144306 0.327573 -1.049 0.751 -0.645 -0.514
C 3.509528 4.661456 0.857708 0.022 0.047 -0.074 -0.025
N 4.159556 5.689789 0.245021 0.096 -0.384 -0.093 0.167
C 3.843127 6.963630 0.390180 0.403 1.009 -0.255 -0.304
C 2.813835 7.336212 1.212756 -0.787 0.489 0.487 -0.775
C 2.091947 6.360535 1.856861 0.430 -0.921 -0.068 -0.161
C 2.451803 5.008602 1.680304 -0.501 -0.607 0.439 0.946
C 1.637130 3.971382 2.449734 -0.562 0.677 0.240 -1.709
C 0.212657 3.877819 1.889153 0.562 0.293 0.550 0.616
C -0.758357 4.752277 2.360936 0.301 0.137 0.092 -0.311
C -2.025867 4.672707 1.839987 -1.194 0.621 0.144 -0.700
C -2.359566 3.745946 0.878018 -0.529 -0.564 -0.779 -0.818
C -1.402368 2.884235 0.383649 0.208 -0.064 0.024 -0.844
C -0.131945 2.970222 0.914774 0.830 -0.819 -0.502 0.188
H 2.951405 1.452018 1.431133 -0.277 0.164 -0.215 0.482
H 3.954955 1.112986 0.038435 -0.104 0.129 0.191 0.336
H 2.460134 1.953662 -0.255104 -0.142 0.000 0.464 0.447
H 5.610695 3.341853 -0.614533 0.663 -0.359 0.157 0.344
H 4.939698 5.462856 -0.363751 0.024 0.020 0.216 0.230
H 4.430542 7.720386 -0.121721 0.035 -0.360 -0.090 0.404
H 2.566009 8.381948 1.361411 0.171 -0.108 -0.169 0.432
H 1.268213 6.561236 2.532850 0.132 0.304 -0.171 0.307
H 1.523060 4.369174 3.469075 0.193 -0.164 -0.160 0.499
H 2.127097 3.006729 2.557295 -0.032 0.111 -0.281 0.502
H -0.530530 5.492345 3.125310 -0.080 -0.193 -0.024 0.450
H -2.825403 5.335803 2.164762 0.301 -0.002 0.202 0.408
H -3.371181 3.659287 0.484389 0.085 0.222 0.229 0.585
H -1.596509 2.148865 -0.392219 -0.160 0.120 0.170 0.563
H 0.625365 2.278830 0.557873 -0.131 0.053 0.034 0.106
N 0.930981 -1.458607 -0.101850 -0.018 0.105 -0.031 0.090
C 1.660039 -1.227108 -1.238590 0.121 -0.028 0.066 -1.180
C 0.782980 -0.946302 -2.253748 0.042 0.061 -0.014 -0.207
C -0.527072 -1.005278 -1.706354 -0.032 0.056 0.047 -0.423
C -0.401024 -1.320694 -0.378520 -0.023 0.012 0.077 -0.725
H 1.314432 -1.693747 0.795777 -0.025 -0.062 -0.026 0.226
H 2.736833 -1.283878 -1.225855 -0.010 0.013 -0.011 0.660
H 1.049602 -0.723392 -3.274061 -0.008 -0.033 0.005 0.438
H -1.454630 -0.836729 -2.228313 0.014 -0.036 -0.002 0.525
H -1.142363 -1.460872 0.390963 -0.015 -0.032 -0.038 0.551
N -3.896022 -5.262376 2.483660 0.056 0.079 -0.054 0.156
C -4.353413 -4.476535 1.460808 -0.075 -0.036 0.028 -0.867
C -3.312149 -3.697591 1.031722 0.008 0.016 -0.034 -0.116
C -2.180546 -4.031718 1.825782 0.006 0.043 -0.010 0.303
C -2.573754 -5.000708 2.709006 -0.037 0.045 0.191 -1.325
H -4.447605 -5.930978 2.990715 0.020 -0.015 -0.029 0.208
H -5.375772 -4.539437 1.128869 0.019 0.021 -0.011 0.373
H -3.355839 -2.971104 0.236420 -0.015 -0.036 -0.014 0.445
H -1.191229 -3.609816 1.754590 0.008 -0.055 -0.002 0.439
H -2.029101 -5.525346 3.475160 0.031 0.006 -0.041 0.379
N -1.351077 -8.973608 0.820284 0.014 -0.030 0.124 -0.006
C -2.030203 -8.083519 1.604625 -0.046 0.004 -0.136 -0.339
C -2.036819 -8.571897 2.884974 0.000 0.052 -0.039 -0.089
C -1.327933 -9.803708 2.872125 0.021 -0.038 0.028 -0.729
C -0.915842 -10.022133 1.585341 0.001 -0.018 -0.077 -0.457
H -1.194876 -8.873100 -0.165775 0.007 0.010 0.020 0.186
H -2.449342 -7.184731 1.185215 0.015 -0.007 0.009 0.297
H -2.497219 -8.100040 3.738220 0.014 -0.026 0.006 0.394
H -1.142431 -10.453209 3.711491 -0.001 0.006 -0.015 0.385
H -0.353616 -10.830048 1.148747 -0.010 -0.002 0.030 0.379
N 2.474967 -4.248095 -2.955350 0.064 -0.038 -0.056 0.098
C 3.568866 -4.829709 -3.538457 0.008 0.032 0.058 -0.435
C 3.164674 -6.004413 -4.114052 0.044 0.003 -0.021 -0.493
C 1.770522 -6.134766 -3.873396 -0.034 0.004 0.012 -0.616
C 1.374892 -5.035132 -3.159123 -0.045 0.039 0.068 -0.300
H 2.476980 -3.377224 -2.455119 -0.114 -0.016 -0.044 0.271
H 4.536722 -4.359341 -3.492344 0.001 -0.035 -0.011 0.336
H 3.796596 -6.693604 -4.649336 -0.010 0.012 0.003 0.388
H 1.132146 -6.943086 -4.189679 0.008 0.015 -0.006 0.389
H 0.409618 -4.745157 -2.778588 0.010 -0.010 -0.008 0.395
N -3.074407 6.066615 -1.718413 -0.024 0.025 -0.024 0.075
C -3.802825 7.225933 -1.719440 0.038 0.006 0.059 -0.365
C -3.867933 7.681258 -3.009022 -0.014 0.028 0.030 -0.557
C -3.155285 6.758050 -3.820230 0.035 -0.024 -0.020 -0.563
C -2.680426 5.772885 -2.996323 0.070 -0.029 0.036 -0.345
H -2.862004 5.515721 -0.906344 0.007 0.008 -0.032 0.268
H -4.209338 7.625217 -0.805402 -0.015 0.012 -0.030 0.353
H -4.371598 8.575663 -3.336093 -0.004 -0.020 0.002 0.388
H -3.009773 6.811548 -4.886427 -0.017 -0.007 0.013 0.387
H -2.097878 4.891604 -3.207196 -0.021 0.009 -0.023 0.370
```
Positions in Å, forces in eV/Å.

Results
Maximum force ... 1.44 eV/A
Total charge ... +1
Energy above the lowest of the compared OMol25 structures with the same formula, charge and spin ... 0.0 kcal/mol
E_LUMO ... -4.647 eV
Kohn-Sham gap ... 0.1703 hartree

[2]
C33H40BeN4P2 | ωB97M-V with the def2-TZVPD basis set

```
80
Properties=species:S:1:pos:R:3:forces:R:3:mulliken_charge:R:1
Be -1.406454 3.698183 0.294234 -3.325 2.378 0.784 -0.327
C -4.598209 -0.492654 2.474111 0.284 0.152 0.663 -0.497
C -3.291663 -0.433550 2.777084 0.091 0.339 1.244 -0.385
C -2.117151 -0.484716 1.850368 0.496 0.100 -0.519 0.003
C -2.181511 0.633207 0.756892 0.383 -0.227 0.602 1.132
C -2.707179 0.230401 -0.597247 -1.052 1.106 -0.387 -0.240
C -3.725335 -0.604414 -0.855137 0.741 -0.212 -0.657 -0.486
C -4.399395 -1.559874 0.091591 -0.130 -0.381 -0.141 -0.842
C -5.261459 -0.883857 1.163170 -0.589 0.287 0.494 -0.448
C -1.673706 4.838364 -0.955924 1.549 -0.800 -1.098 -0.513
H -5.301755 -0.198448 3.282552 0.436 -0.495 -0.558 0.324
H -2.905279 -0.232966 3.828270 -1.296 -0.061 -1.186 0.236
H -2.022837 -1.476595 1.376005 0.069 0.613 0.436 -0.418
H -1.198007 -0.275158 2.452123 -0.663 -0.502 -0.472 0.391
H -2.769470 1.462863 1.196172 0.148 -0.629 -0.485 -0.690
H -1.165277 1.077509 0.662246 -0.151 -0.318 -0.217 -0.045
H -2.431536 0.915092 -1.433518 0.047 -0.685 0.562 0.251
H -4.071966 -0.684442 -1.901224 0.257 0.237 0.566 0.388
H -3.649642 -2.217117 0.556621 -0.349 0.148 -0.023 0.061
H -5.047692 -2.233554 -0.504341 0.306 0.402 0.304 0.457
H -5.769986 0.018154 0.760401 0.297 -0.398 -0.006 0.114
H -6.099800 -1.570365 1.409555 0.470 0.303 0.036 0.473
H -2.708964 5.165877 -1.180432 0.458 -0.580 0.582 0.334
H -1.381127 4.070373 -1.725269 -0.239 0.850 -0.567 -0.058
H -1.035880 5.720455 -1.107276 0.087 -0.413 -0.066 0.363
P 2.137997 0.144222 -2.200574 2.252 -1.002 -2.840 0.172
P 2.210430 -0.736747 1.232151 1.565 -3.207 1.392 -0.062
N 1.550247 -0.677873 -3.673686 -0.546 0.006 0.035 0.430
N 3.740891 0.717708 -2.948979 -0.232 0.337 0.653 0.265
N 1.460320 -2.339782 1.120076 -0.610 -0.019 -1.258 0.438
N 3.312108 -1.168858 2.676778 0.167 1.172 -0.284 0.198
C 2.881489 -1.385917 -1.456206 -0.020 -0.009 0.598 -0.623
C 3.475076 -1.127243 -0.052662 0.164 0.356 -0.234 -1.334
C 0.371373 -0.364651 -4.372053 0.678 -1.099 -0.499 -0.529
C 0.253747 -1.230988 -5.457149 0.426 0.747 0.937 -0.604
C 1.400847 -2.081910 -5.451966 0.375 0.613 1.096 -0.706
C 2.163767 -1.737763 -4.346489 -0.645 0.066 -0.366 -0.099
C 4.146112 2.057978 -3.000885 0.911 -0.710 -0.239 -0.490
C 5.446712 2.127582 -3.504007 -1.170 -0.663 0.156 -0.605
C 5.849832 0.789478 -3.822657 -1.846 -0.227 0.891 -0.703
C 4.797856 -0.051329 -3.442146 0.550 1.206 -0.109 -0.027
C 0.114951 -2.458667 0.761074 0.217 -0.540 0.182 -0.470
C -0.234554 -3.801573 0.701839 0.613 0.869 0.121 -0.553
C 0.969077 -4.551502 0.919588 0.677 1.367 -0.054 -1.256
C 2.007830 -3.626983 1.059914 -0.929 -0.455 0.230 -0.280
C 3.836335 -2.345916 3.219701 0.529 0.355 0.432 -0.146
C 4.810629 -2.035000 4.173250 -1.120 0.524 -1.043 -0.617
C 4.895538 -0.607114 4.224010 -0.468 -0.077 -0.760 -0.529
C 4.008605 -0.110118 3.278348 0.013 -0.892 0.489 -0.450
H 3.705114 -1.793688 -2.064699 -0.621 0.278 0.176 0.117
H 2.080287 -2.146995 -1.429534 0.281 0.248 0.133 0.645
H 4.039329 -2.019874 0.266335 -0.163 0.514 -0.013 0.558
H 4.158236 -0.262014 -0.053555 0.062 -0.317 -0.207 0.567
H -0.263511 0.428929 -4.027936 -0.118 0.108 0.032 0.450
H -0.549073 -1.251576 -6.178482 0.038 0.111 0.092 0.406
H 1.665432 -2.833693 -6.177193 -0.090 -0.065 0.062 0.435
H 3.073088 -2.180751 -3.961787 -0.297 0.104 -0.307 0.243
H 3.473137 2.834533 -2.677899 0.032 0.039 0.032 0.413
H 6.042500 3.016366 -3.635485 -0.154 0.049 -0.043 0.404
H 6.758848 0.473434 -4.289570 0.286 -0.090 0.003 0.440
H 4.753141 -1.124138 -3.460244 0.068 0.093 -0.207 0.223
H -0.402268 -1.554197 0.448025 0.012 -0.449 0.450 0.608
H -1.228104 -4.196721 0.529651 0.208 0.099 -0.098 0.495
H 1.070388 -5.626019 0.985364 0.034 0.145 -0.213 0.435
H 3.078966 -3.780206 1.042774 -0.317 -0.065 0.358 0.611
H 3.487833 -3.318879 2.916741 -0.045 0.212 0.151 0.394
H 5.391479 -2.742624 4.749984 -0.217 0.060 -0.070 0.417
H 5.526591 -0.022258 4.883031 -0.100 -0.060 -0.244 0.402
H 3.805606 0.902887 2.975028 -0.066 0.106 0.113 0.335
C -5.181947 3.378185 2.939000 0.534 0.009 -0.012 -0.655
C -3.999315 3.907755 3.482291 -0.238 0.203 0.297 -0.453
C -2.854699 4.111958 2.698114 -0.740 -0.374 0.535 -0.302
C -2.877819 3.750013 1.361122 2.381 -0.625 -0.547 0.639
C -4.066852 3.349293 0.767647 -0.831 -0.298 0.537 -0.288
C -5.191766 3.103637 1.568843 -0.348 0.079 -0.427 -0.379
H -6.070662 3.183539 3.571151 0.734 0.133 -0.480 0.394
H -3.966733 4.137452 4.546894 -0.033 0.052 -0.177 0.349
H -1.940450 4.539269 3.122501 -0.364 -0.329 0.136 0.378
H -4.117847 3.190279 -0.314203 -0.028 -0.219 0.362 0.300
H -6.084862 2.666301 1.107795 0.218 0.316 0.153 0.419
```
Positions in Å, forces in eV/Å.

Results
Maximum force ... 4.16 eV/A
Energy above the lowest of the compared OMol25 structures with the same formula, charge and spin ... 0.0 kcal/mol
E_LUMO ... -0.924 eV
Kohn-Sham gap ... 0.2697 hartree

[3]
C33H40BeN4P2Te | ωB97M-V with the def2-TZVPD basis set

```
81
Properties=species:S:1:pos:R:3:forces:R:3:mulliken_charge:R:1
Be 0.170875 1.547848 0.172210 0.717 -0.770 -1.020 -0.675
C -1.644091 1.508554 -3.992080 -0.617 -0.182 -0.107 -0.057
C -1.679307 0.189294 -3.827951 -0.705 -0.012 -0.952 0.049
C -0.844551 -0.769813 -4.627259 -0.164 -0.364 0.224 -1.054
C 0.631834 -0.378180 -4.768421 1.154 0.382 0.084 -1.254
C 1.247940 0.382211 -3.590055 0.822 -0.248 -0.174 0.010
C 1.061723 1.672844 -3.276724 1.089 -0.675 -0.602 0.028
C 0.583939 2.640220 -4.300225 -0.321 0.398 -0.703 -1.241
C -0.779163 2.239281 -4.956085 0.633 0.791 0.163 -0.905
C 0.873116 1.361241 2.382805 0.093 -0.018 2.658 -1.484
H -2.331030 2.136267 -3.450307 -0.154 -0.047 0.293 0.298
H -2.505629 -0.275205 -3.284476 0.568 0.370 0.060 0.351
H -1.273586 -0.886026 -5.638201 0.077 -0.022 0.278 0.438
H -0.932976 -1.761599 -4.145699 0.178 0.292 -0.234 0.263
H 1.219050 -1.298719 -4.903483 -0.128 0.275 -0.130 0.427
H 0.780834 0.233201 -5.665686 -0.056 -0.258 -0.024 0.393
H 2.021737 -0.187801 -3.048867 -0.815 0.363 0.010 0.747
H 1.438565 2.092569 -2.344305 0.228 -0.274 -0.393 0.153
H 1.362104 2.737110 -5.114419 -0.686 -0.094 0.805 0.306
H 0.508512 3.628220 -3.834227 -0.159 -0.060 -0.155 0.327
H -1.261311 3.189570 -5.234634 -0.046 -0.461 -0.168 0.488
H -0.607794 1.646605 -5.857038 -0.084 0.174 0.058 0.281
H 0.726487 1.921398 3.335794 1.029 -0.004 -0.243 0.632
H 1.342351 2.155849 1.761859 -0.922 -0.602 0.002 0.603
H 1.531393 0.497090 2.552775 -0.094 0.819 -0.185 0.231
P 1.508372 -0.275301 -0.032678 -0.146 0.580 0.619 1.542
P -1.447183 -0.953432 0.611003 -1.724 -0.063 -2.343 -0.433
N 2.816088 0.766354 -0.664195 0.090 0.463 -0.088 1.330
N 2.684686 -1.487486 0.619853 1.270 -0.575 0.191 0.631
N -2.160744 0.469988 -0.333817 0.213 -0.938 0.265 0.448
N -2.946361 -1.946714 0.882681 0.803 0.063 0.358 0.435
C 0.644518 -1.282424 -1.283874 -0.400 -0.102 -0.657 0.202
C -0.701507 -1.871423 -0.778000 0.048 -0.481 -0.283 -1.047
C 2.791946 2.151359 -0.423307 1.541 -0.482 -0.330 -0.880
C 3.930631 2.710981 -0.963286 -0.199 -1.231 -0.132 -0.753
C 4.687611 1.648933 -1.591690 -1.526 -0.623 0.810 -1.026
C 3.980258 0.464687 -1.374965 0.000 1.071 0.304 -0.464
C 3.647884 -1.190710 1.597764 -0.383 -1.392 -0.460 -0.594
C 4.342104 -2.359763 1.907676 -1.039 0.474 -0.772 -0.790
C 3.792198 -3.405994 1.097166 -0.451 0.930 -0.094 -0.679
C 2.793635 -2.842542 0.322745 0.083 0.550 0.525 -0.459
C -1.867833 1.830254 -0.137862 -1.463 0.036 0.823 0.136
C -2.890049 2.576103 -0.735767 1.026 -0.770 -0.218 -0.399
C -3.691184 1.667199 -1.459744 0.302 -0.802 0.452 -1.179
C -3.235940 0.385938 -1.201078 0.414 1.437 0.530 -0.346
C -3.957445 -2.476504 0.076271 -0.411 -0.168 0.677 -0.140
C -4.886861 -3.129843 0.886553 1.429 0.643 -0.197 -0.769
C -4.385176 -3.081731 2.225647 0.956 0.750 -0.540 -0.670
C -3.203354 -2.350503 2.199689 -0.948 -0.304 -0.480 -0.281
H 1.273118 -2.072188 -1.737355 -0.315 0.400 0.228 1.150
H 0.391881 -0.590555 -2.102006 0.053 -0.295 0.511 -2.150
H -1.424305 -1.899970 -1.616130 0.335 -0.249 0.251 0.555
H -0.541514 -2.897054 -0.393440 -0.214 0.357 -0.126 0.362
H 1.984675 2.633893 0.128712 0.398 -0.184 -0.563 0.104
H 4.195128 3.750039 -0.936954 0.025 0.190 0.033 0.473
H 5.603507 1.755280 -2.131978 0.285 -0.049 -0.154 0.469
H 4.213845 -0.568974 -1.629226 -0.091 0.413 0.069 0.474
H 3.721177 -0.204908 2.023648 0.113 0.113 -0.137 0.476
H 5.127972 -2.468183 2.628788 0.149 0.082 0.144 0.463
H 4.066466 -4.441639 1.095467 0.124 -0.211 -0.004 0.463
H 2.090747 -3.277164 -0.375013 0.318 -0.150 0.114 0.347
H -1.217664 2.222791 0.682842 -1.589 -0.289 -0.070 0.457
H -3.013300 3.636569 -0.708403 0.125 0.360 0.030 0.478
H -4.468879 1.907255 -2.151467 -0.397 0.130 -0.110 0.389
H -3.517922 -0.544638 -1.642834 -0.197 -0.105 0.161 0.470
H -3.928520 -2.382667 -1.002699 -0.086 0.034 0.336 0.335
H -5.819308 -3.566954 0.575935 0.069 -0.144 -0.169 0.432
H -4.816944 -3.550198 3.090796 -0.077 0.073 0.118 0.459
H -2.529396 -2.063379 2.995891 -0.114 -0.114 -0.104 0.206
Te -1.058830 0.476599 3.051949 -0.446 0.060 1.317 0.634
C -0.721083 0.371076 5.184332 -0.019 0.760 0.289 0.121
C -0.934578 1.437815 6.084635 0.466 -0.346 0.252 -0.284
C -0.562518 1.275117 7.437104 -0.213 -0.172 -0.328 -0.423
C -0.060744 0.044056 7.897696 -0.237 0.181 -0.815 -0.433
C 0.050233 -1.031665 7.005502 -0.252 0.020 -0.123 -0.513
C -0.298862 -0.884219 5.654018 0.105 0.659 0.211 -0.409
H -1.381365 2.379824 5.720995 0.451 -0.546 0.303 0.340
H -0.675669 2.106322 8.139870 -0.014 -0.296 -0.279 0.343
H 0.215203 -0.081089 8.942708 -0.027 0.053 -0.234 0.369
H 0.401804 -2.002077 7.357086 -0.088 0.255 -0.037 0.349
H -0.251651 -1.708580 4.937426 0.238 0.171 0.380 0.328
```
Positions in Å, forces in eV/Å.

Results
Maximum force ... 2.91 eV/A
Energy above the lowest of the compared OMol25 structures with the same formula, charge and spin ... 46.1 kcal/mol
E_LUMO ... -0.249 eV
Kohn-Sham gap ... 0.1682 hartree